1.
{
  "formula": "C37H21Br2F4O6PSTi",
  "method": "ωB97M-V/def2-TZVPD",
  "symbols": ["Ti", "Br", "C", "C", "C", "C", "C", "C", "C", "C", "C", "C", "H", "H", "H", "H", "H", "H", "O", "C", "O", "C", "O", "O", "F", "C", "C", "F", "C", "F", "C", "P", "C", "C", "C", "C", "C", "C", "C", "C", "C", "C", "C", "C", "C", "Br", "C", "F", "H", "H", "H", "H", "H", "H", "H", "H", "H", "H", "O", "C", "O", "C", "C", "C", "C", "S", "C", "C", "H", "H", "H", "H", "H"],
  "positions_angstrom": [[0.9103, -1.4770, 1.0734], [2.1590, -3.8669, 0.1633], [0.6546, -4.5371, -0.7878], [0.7781, -5.7470, -1.4035], [-0.3164, -6.2641, -2.1235], [-1.4799, -5.5545, -2.1922], [-1.6096, -4.2990, -1.5512], [-2.8242, -3.5743, -1.6210], [-2.9358, -2.3741, -0.9878], [-1.8382, -1.8434, -0.2709], [-0.6162, -2.4730, -0.1684], [-0.5209, -3.7449, -0.8229], [1.7042, -6.3015, -1.3390], [-0.2238, -7.2239, -2.6151], [-2.3299, -5.9450, -2.7401], [-3.6544, -3.9965, -2.1760], [-3.8651, -1.8173, -1.0304], [-2.0015, -0.8937, 0.2286], [4.1104, 0.1975, 2.6906], [3.0529, -0.0084, 2.1512], [2.8015, -0.8961, 1.2207], [1.7630, 0.8233, 2.5084], [1.7883, 1.8114, 3.2110], [0.7022, 0.3159, 1.9499], [1.6699, 1.1217, -6.8011], [1.4545, 1.0181, -5.4911], [0.9400, 2.0886, -4.7903], [0.6596, 3.2258, -5.4268], [0.7218, 1.9656, -3.4300], [0.2264, 3.0351, -2.8084], [0.9948, 0.7946, -2.7335], [0.7250, 0.6961, -0.8996], [-0.9898, 1.3100, -0.7728], [-1.4619, 1.8248, 0.4372], [-2.8083, 2.1254, 0.5943], [-3.7001, 1.9022, -0.4450], [-3.2397, 1.3828, -1.6469], [-1.8957, 1.0877, -1.8088], [1.8128, 2.0743, -0.4016], [3.1757, 1.7781, -0.3634], [4.0896, 2.7359, 0.0469], [3.6490, 3.9953, 0.4249], [2.2964, 4.2984, 0.3779], [1.3799, 3.3447, -0.0375], [1.5246, -0.2716, -3.4654], [1.9935, -1.9017, -2.6552], [1.7487, -0.1571, -4.8266], [2.2549, -1.1655, -5.5391], [-0.7844, 1.9500, 1.2707], [-3.1658, 2.5231, 1.5365], [-4.7507, 2.1284, -0.3144], [-3.9289, 1.1964, -2.4613], [-1.5621, 0.6577, -2.7457], [3.5179, 0.7804, -0.6134], [5.1396, 2.4816, 0.1039], [4.3589, 4.7359, 0.7706], [1.9485, 5.2789, 0.6766], [0.3277, 3.5933, -0.0733], [-0.8376, 3.3431, 4.2901], [-1.8522, 2.4450, 4.2521], [-2.9892, 2.8329, 4.1587], [-1.4352, 1.0233, 4.2889], [-2.1693, 0.0958, 3.5570], [-1.6469, -1.1632, 3.3175], [-0.3799, -1.5035, 3.7988], [0.5657, -2.8062, 3.0627], [0.2391, -0.6461, 4.7094], [-0.2638, 0.6174, 4.9229], [0.0059, 2.8818, 4.1545], [-3.1021, 0.4033, 3.1019], [-2.1667, -1.8547, 2.6690], [1.2025, -0.9217, 5.1196], [0.2986, 1.3075, 5.5412]],
  "total_energy_ev": -245195.3510,
  "s_squared": 0.754,
  "gap_ev": [7.34, 7.59],
  "multiplicity": 2,
  "relative_energy_kcal_mol": 0.0,
  "total_charge": -1
}


2.
{
  "formula": "C37H21BrIrO8S6",
  "method": "ωB97M-V/def2-TZVPD",
  "symbols": ["Ir", "O", "C", "C", "O", "C", "C", "O", "C", "O", "O", "S", "C", "S", "C", "C", "S", "S", "S", "O", "S", "C", "C", "C", "C", "C", "C", "C", "C", "C", "C", "C", "C", "H", "H", "H", "H", "H", "H", "H", "H", "H", "H", "Br", "C", "C", "C", "C", "C", "C", "C", "O", "O", "H", "H", "H", "H", "C", "C", "C", "C", "C", "C", "C", "C", "C", "C", "H", "H", "H", "H", "H", "H", "H"],
  "positions_angstrom": [[0.0546, 0.8615, 0.5402], [-5.2486, -1.1651, -1.8840], [-4.1958, -0.7749, -1.4377], [-3.5506, -1.2128, -0.1396], [-4.0081, -2.0242, 0.6567], [-2.3109, -0.4767, -0.0619], [-2.1299, 0.3805, -1.1620], [-1.1133, 1.1359, -1.2718], [-3.2688, 0.2438, -2.0900], [-3.4655, 0.8111, -3.1423], [-1.4211, -0.5563, 0.8878], [6.8348, 0.8614, -1.9208], [5.2699, 0.8706, -1.3966], [4.4267, 2.3058, -0.9479], [2.9019, 1.5653, -0.5240], [2.8478, 0.1990, -0.6737], [1.4260, -0.6819, -0.4113], [4.3154, -0.5582, -1.2380], [1.5590, 2.4754, -0.0317], [-0.2496, -3.2835, -3.1415], [-0.5288, -3.3046, -1.6822], [-1.6872, -4.6555, -1.4076], [-2.3858, -4.7244, -0.2133], [-3.2814, -5.7660, -0.0226], [-3.4765, -6.7092, -1.0218], [-2.7879, -6.6097, -2.2245], [-1.8892, -5.5729, -2.4250], [0.8783, -4.1378, -0.9216], [1.8430, -4.6945, -1.7405], [2.9603, -5.2827, -1.1620], [3.1044, -5.2983, 0.2184], [2.1339, -4.7199, 1.0282], [1.0178, -4.1296, 0.4578], [-2.2817, -3.9437, 0.5296], [-3.8545, -5.8156, 0.8939], [-4.1900, -7.5109, -0.8739], [-2.9640, -7.3312, -3.0131], [-1.3557, -5.4456, -3.3588], [1.7116, -4.6339, -2.8139], [3.7282, -5.7148, -1.7919], [3.9840, -5.7446, 0.6656], [2.2589, -4.7057, 2.1035], [0.2722, -3.6445, 1.0770], [-1.3210, 4.7036, 5.0904], [-1.5612, 2.8300, 4.8408], [-1.5492, 2.0786, 6.0082], [-1.7315, 0.7062, 5.9523], [-1.9302, 0.0908, 4.7272], [-1.9138, 0.8483, 3.5686], [-1.7136, 2.2279, 3.5929], [-1.6633, 2.9668, 2.2634], [-2.0080, 4.1377, 2.2175], [-1.3213, 2.2738, 1.2324], [-1.3901, 2.5773, 6.9546], [-1.7116, 0.1257, 6.8671], [-2.0710, -0.9805, 4.6602], [-2.0276, 0.3633, 2.6085], [2.4810, 3.0647, 5.3048], [2.0021, 3.5611, 4.0745], [1.4760, 2.7119, 3.1445], [1.4070, 1.3072, 3.3505], [0.8656, 0.3988, 2.3763], [0.8136, -0.9318, 2.7410], [1.2567, -1.4113, 3.9877], [1.7854, -0.5552, 4.9083], [1.8724, 0.8223, 4.6063], [2.4073, 1.7278, 5.5598], [2.8846, 3.7450, 6.0457], [2.0166, 4.6251, 3.8773], [1.0736, 3.1252, 2.2333], [0.3815, -1.6449, 2.0522], [1.1724, -2.4705, 4.2090], [2.1371, -0.9068, 5.8726], [2.7525, 1.3265, 6.5074]],
  "total_energy_ev": -192986.7093,
  "s_squared": 0.767,
  "gap_ev": [6.23, 5.08],
  "multiplicity": 2,
  "relative_energy_kcal_mol": 0.0,
  "total_charge": -2
}